Record 1
Density functional theory data (the ωB97M-V functional and the def2-TZVPD basis) for a single C12H13PSi molecule in a non-equilibrium geometry.

The multiplicity is 1. The value obtained for the highest occupied orbital energy is -8.199 eV. Its frontier orbital gap is 8.8748 eV. As for the net charge: 0. The SMILES is c1ccc([SiH2]Pc2ccccc2)cc1.

CARTESIAN COORDINATES (ANGSTROEM)
C -2.78121 -1.95012 0.76563
C -2.48275 -0.93172 -0.06092
C -1.15778 -0.84219 -0.57010
C -0.18046 -1.84021 -0.27503
Si 1.78147 -1.60516 -0.79012
P 2.40178 -0.19571 0.97733
C 1.50967 1.22927 0.37234
C 0.23721 1.57569 0.86224
C -0.44674 2.62893 0.24376
C 0.23347 3.42869 -0.69086
C 1.55609 3.08423 -1.12391
C 2.18716 1.94895 -0.60655
C -0.52095 -2.86494 0.56315
C -1.83406 -2.84260 1.15119
H -3.80376 -2.17562 1.09381
H -3.18981 -0.18945 -0.35627
H -0.86383 -0.03019 -1.11273
H 2.37548 -0.79462 -1.94164
H 2.16477 -3.10286 -0.95708
H 1.31244 -0.62752 1.90116
H -0.20556 0.88831 1.61502
H -1.43739 2.86517 0.55617
H -0.25917 4.19751 -1.25060
H 2.24123 3.65821 -1.87796
H 3.21621 1.71965 -0.99392
H 0.20365 -3.62130 0.75956
H -2.25716 -3.61043 1.74635

***

Record 2
Density functional theory data (the ωB97M-V functional and the def2-TZVPD basis) for a molecular structure, InN2O6 in a non-equilibrium geometry.

The multiplicity is 1. The value obtained for the highest occupied orbital energy is -15.281 eV. Its frontier orbital gap is 4.2512 eV. As for the net charge: +1.

CARTESIAN COORDINATES (ANGSTROEM)
In -7.63195 33.18607 -10.13205
N -5.89319 35.01166 -8.30697
O -5.00964 34.38126 -7.60582
O -6.37135 36.12767 -8.02615
O -6.26898 34.46272 -9.30505
N -8.43573 36.24784 -10.16721
O -8.34210 35.09539 -10.60463
O -8.46563 36.44165 -8.90228
O -8.48161 37.23716 -10.93433

***

Record 3
Density functional theory data (the ωB97M-V functional and the def2-TZVPD basis) for 11 unconnected molecules or ions with the total composition C31H84N3O11S10 in a non-equilibrium geometry.

The multiplicity is 1. The value obtained for the highest occupied orbital energy is -9.155 eV. Its frontier orbital gap is 6.7891 eV. As for the net charge: +1.

CARTESIAN COORDINATES (ANGSTROEM)
C 0.17346 -3.88072 8.67335
C 0.02547 -4.03460 7.15401
C -1.46526 -4.00251 6.78040
C -1.82368 -5.23218 5.95657
C -1.79095 -2.73007 6.06419
C -1.66295 -1.44944 6.88351
N -2.96211 -0.71914 6.85949
C -3.84449 -1.61900 6.30408
N -5.10201 -1.52754 6.37635
C -5.93520 -2.56383 5.75799
C -7.39441 -2.16351 5.61717
C -8.04813 -3.17725 4.66864
O -8.30172 -2.57556 3.44675
C -7.95804 -3.36642 2.33560
N -3.22465 -2.63655 5.67372
H -0.41444 -3.02653 8.96321
H -0.16964 -4.76585 9.17799
H 1.18633 -3.65647 8.95590
H 0.49665 -4.93527 6.82179
H 0.44662 -3.15736 6.69790
H -2.05582 -4.07965 7.68323
H -1.85463 -6.06254 6.63769
H -1.10562 -5.42446 5.17935
H -2.80197 -5.15273 5.50746
H -1.20002 -2.58046 5.18017
H -1.35504 -1.56357 7.90769
H -0.94792 -0.74358 6.49644
H -3.27152 -0.73874 7.82536
H -5.45528 -0.73863 6.88369
H -5.56661 -2.75382 4.77165
H -5.90356 -3.45462 6.35497
H -7.86016 -2.22468 6.58787
H -7.53712 -1.16704 5.23825
H -8.95167 -3.54149 5.13371
H -7.38821 -4.03391 4.60650
H -7.11141 -2.94455 1.81586
H -7.76076 -4.39680 2.58163
H -8.76096 -3.37619 1.61883
H -3.24739 -2.38895 4.69332
C 2.46173 -3.78017 1.87453
S 1.01353 -3.28679 2.81031
O 1.28676 -3.57987 4.25295
C -0.06650 -4.59388 2.21418
H 3.27571 -3.10919 2.13622
H 2.73256 -4.80530 2.12839
H 2.24842 -3.69477 0.81004
H 0.36569 -5.56920 2.44867
H -0.20219 -4.48897 1.14006
H -1.02934 -4.49312 2.70655
C 0.41224 1.70893 2.06832
S 2.04879 0.98845 1.96862
O 1.87997 -0.49346 1.88302
C 2.52179 1.37639 3.65803
H -0.08863 1.54507 1.11847
H -0.14889 1.22415 2.86984
H 0.49984 2.77445 2.25114
H 1.81720 0.91817 4.35229
H 2.53475 2.45792 3.78769
H 3.51826 0.97695 3.83314
C 3.92230 5.55244 -3.44301
S 2.78240 6.51968 -2.45914
O 3.32771 6.57157 -1.06764
C 1.44594 5.32085 -2.47413
H 4.85139 6.10876 -3.53023
H 4.11120 4.59517 -2.95433
H 3.50251 5.39627 -4.43502
H 1.79116 4.37601 -2.04811
H 1.12052 5.18633 -3.50770
H 0.62202 5.70904 -1.87832
C -1.53982 4.17945 -7.03938
S -1.28287 4.10642 -5.26297
O -0.24191 5.13576 -4.95066
C -0.47755 2.49973 -5.25301
H -2.00419 5.13364 -7.27630
H -0.58197 4.10019 -7.55269
H -2.20051 3.36776 -7.34111
H 0.40389 2.53661 -5.87288
H -1.16854 1.74725 -5.62304
H -0.19498 2.26041 -4.23042
C 7.01022 -1.34980 -0.67805
S 5.25694 -1.68854 -0.46341
O 4.58594 -1.22040 -1.70673
C 4.93848 -0.48024 0.82347
H 7.38615 -1.99320 -1.46998
H 7.15132 -0.30585 -0.95624
H 7.53668 -1.57011 0.24991
H 5.19245 0.51912 0.46823
H 5.52426 -0.72340 1.71134
H 3.87556 -0.52965 1.06653
C 7.38571 7.87245 -5.51512
S 6.10206 7.58759 -6.73632
O 5.25270 6.47433 -6.23247
C 7.18343 6.89777 -7.99754
H 6.91519 8.27217 -4.61840
H 7.88614 6.93146 -5.28337
H 8.10003 8.59725 -5.90502
H 7.69678 6.02098 -7.60358
H 7.90556 7.65265 -8.30667
H 6.57186 6.61040 -8.84938
C 5.18520 11.83986 -2.00097
S 4.89516 10.07201 -2.16217
O 5.79907 9.57361 -3.23562
C 3.24943 10.21830 -2.87184
H 6.18762 11.98384 -1.60545
H 5.10468 12.31780 -2.97699
H 4.45697 12.26309 -1.31007
H 3.29432 10.80325 -3.79053
H 2.58669 10.69682 -2.15123
H 2.88103 9.21837 -3.09394
C -4.11897 -5.35146 -0.61336
S -4.20521 -4.29536 0.83076
O -2.85309 -3.69713 1.02755
C -4.37613 -5.62725 2.03159
H -3.97284 -4.72487 -1.48482
H -3.28085 -6.04226 -0.51211
H -5.05139 -5.89893 -0.72010
H -3.52232 -6.30091 1.96012
H -5.30194 -6.16921 1.84133
H -4.41093 -5.18758 3.02733
C -4.63391 -5.71375 -5.37304
S -6.07353 -5.21742 -4.41894
O -5.77226 -5.50360 -2.98718
C -7.15224 -6.52826 -5.00704
H -3.81557 -5.04220 -5.12527
H -4.35839 -6.73684 -5.11883
H -4.86000 -5.63428 -6.43552
H -6.71281 -7.49830 -4.77697
H -7.29674 -6.42278 -6.08147
H -8.10951 -6.43174 -4.50120
C 2.96696 -0.21135 -4.49683
S 2.47249 0.69240 -5.96928
O 1.00431 0.48049 -6.12114
C 3.32222 -0.39898 -7.11545
H 2.50620 0.25600 -3.63066
H 2.62680 -1.24285 -4.57773
H 4.04966 -0.17663 -4.38801
H 2.95678 -1.41771 -6.99167
H 4.39453 -0.35531 -6.92883
H 3.11543 -0.05667 -8.12630

***

Record 4
Density functional theory data (the ωB97M-V functional and the def2-TZVPD basis) for a molecular structure, C9H4ClINOScSe4.

The multiplicity is 1. The value obtained for the highest occupied orbital energy is -8.137 eV. Its frontier orbital gap is 7.0430 eV. As for the net charge: 0.

CARTESIAN COORDINATES (ANGSTROEM)
Sc 0.09357 -0.55030 -2.55154
Se -2.22295 0.06667 -3.46793
Se -1.15976 0.35399 -5.56325
Se 1.07624 0.50350 -4.86414
Se 1.62797 -1.69205 -4.32384
Cl 0.14769 0.12802 4.47029
C 0.31807 -0.42560 2.83439
C 0.83206 -1.66455 2.58780
C 0.97787 -2.14712 1.26793
I 1.75846 -4.03953 0.94139
C 0.60581 -1.38155 0.18849
O 0.70104 -1.73523 -1.07734
C 0.08775 -0.07554 0.46105
N -0.24950 0.65379 -0.64380
C -0.77543 1.85101 -0.48353
C -0.98292 2.41754 0.78244
C -0.63169 1.70735 1.89935
C -0.07825 0.41749 1.76489
H 1.13158 -2.29135 3.41599
H -1.05801 2.38041 -1.38525
H -1.41939 3.40256 0.85887
H -0.78021 2.12049 2.88773

***

Record 5
Density functional theory data (the ωB97M-V functional and the def2-TZVPD basis) for a single C3H7N3 molecule in a non-equilibrium geometry.

The multiplicity is 1. The value obtained for the highest occupied orbital energy is -8.670 eV. Its frontier orbital gap is 9.6554 eV. As for the net charge: 0. The SMILES is [H]/N=C1\CCNN1.

CARTESIAN COORDINATES (ANGSTROEM)
H -2.84579 0.48550 0.19848
N -2.30469 -0.41275 -0.11891
C -1.01131 -0.30349 0.01419
C -0.16426 0.91977 0.23298
C 1.24078 0.32388 -0.36948
N 1.27212 -0.91377 0.17724
N -0.08429 -1.34822 -0.06985
H -0.12872 1.21899 1.27040
H -0.54485 1.78993 -0.46186
H 2.16690 0.88279 0.04616
H 1.19608 0.60921 -1.53942
H 1.40870 -1.16272 1.22113
H -0.20067 -2.08911 -0.60105

***

Record 6
Density functional theory data (the ωB97M-V functional and the def2-TZVPD basis) for a molecular structure, C38H24AuN7S2 in a non-equilibrium geometry.

The multiplicity is 1. The value obtained for the highest occupied orbital energy is -11.663 eV. Its frontier orbital gap is 3.7152 eV. As for the net charge: +2.

CARTESIAN COORDINATES (ANGSTROEM)
Au 1.64119 -0.41400 -0.83400
C 5.75490 -0.10672 -2.05153
C 6.46978 -0.11196 -0.85353
C 5.78747 -0.13809 0.33664
C 4.38340 -0.16167 0.36195
N 3.71341 -0.18098 -0.81739
C 4.38952 -0.13830 -1.98867
N 3.82324 -0.14955 1.62016
C 2.58874 -0.07690 1.96685
N 1.46334 -0.02127 1.18664
C 0.30860 0.03662 1.94563
N -0.92608 0.09256 1.61284
C -1.53373 0.05885 0.34959
C -3.09456 0.06131 0.48031
C -4.10915 0.02025 -1.47551
C -3.43561 0.01713 -2.81312
C -2.11369 0.02412 -2.93400
N -1.26954 0.01429 -1.77783
C 0.75026 0.05145 3.36368
C 0.02278 0.11849 4.53333
C 0.73649 0.10788 5.72769
C 2.12685 0.03585 5.73845
C 2.85395 -0.02838 4.55368
C 2.13820 -0.02060 3.37460
H 6.24909 -0.08472 -3.01154
H 7.55143 -0.09070 -0.86129
H 6.29285 -0.13207 1.29059
H 3.78610 -0.14614 -2.88652
H -3.37191 0.08642 1.52892
H -5.18761 0.02817 -1.60233
H -4.04921 0.00670 -3.70576
H -1.61686 0.00599 -3.89582
H -1.05747 0.17350 4.51440
H 0.20590 0.15493 6.66956
H 2.64705 0.02882 6.68685
H 3.93411 -0.08465 4.55090
S -2.36038 6.42087 -1.10336
C -1.35242 7.76517 -1.10813
C -0.00906 7.44913 -0.99817
C 0.19578 6.08195 -0.91358
C -0.99766 5.34224 -0.95675
C -1.16574 3.95726 -0.89781
C 0.01759 3.08561 -0.84753
N -0.02045 1.81603 -0.83953
C -1.27811 1.14773 -0.82889
C -2.49906 1.98261 -0.81207
C -3.66950 1.15181 -0.46388
C -3.66335 -1.06870 -0.42469
C -2.49379 -1.92439 -0.75642
C -2.38698 -3.25793 -0.80244
C -1.08559 -3.86750 -0.87158
C 0.04312 -3.00306 -0.81599
N -0.03072 -1.70251 -0.75544
C -1.29972 -1.04837 -0.75894
C -0.91066 -5.27119 -0.96315
C -1.90280 -6.24082 -1.09486
C -1.39904 -7.54352 -1.15938
C -0.03030 -7.58082 -1.07876
S 0.65339 -6.03491 -0.91730
C -2.43645 3.33360 -0.86276
H -1.77551 8.75597 -1.19249
H 0.77340 8.19244 -0.98144
H 1.17627 5.63986 -0.81832
H 0.99684 3.55284 -0.84991
H -4.50789 1.73373 -0.08900
H -4.50490 -1.62767 -0.02289
H -3.26894 -3.88141 -0.73588
H 1.03981 -3.43003 -0.83820
H -2.95611 -6.00953 -1.15291
H -2.00960 -8.42775 -1.26401
H 0.60730 -8.45075 -1.10263
H -3.34202 3.92536 -0.80535

***

Number 1 is which compound? C12H13PSi

***

Which of these has the highest highest occupied orbital energy? C9H4ClINOScSe4

***

Look up the highest occupied orbital energy of the sixth one. -11.663 eV